## A
The following is a DFT calculation (ωB97M-V/def2-TZVPD) of one molecule with the formula CH3N3S2.

```
! wB97M-V def2-TZVPD RIJCOSX def2/J DEFGRID3
* xyz 0 1
C 0.700 0.526 -0.532
N -0.655 0.368 -0.564
N -1.414 -0.056 0.349
N -1.100 -0.337 1.636
S 1.840 0.502 -1.843
S 1.216 -0.549 -3.457
H 1.345 0.844 0.259
H -1.718 -1.057 1.989
H -0.213 -0.240 2.164
*
```

Properties
- HOMO (alpha / beta): -8.688 / -8.221 eV
- LUMO energy (alpha / beta): -1.30 / -1.74 eV

=====

## B
The following is a DFT calculation (ωB97M-V/def2-TZVPD) of one molecule with the formula CH3N3S2.

```
! wB97M-V def2-TZVPD RIJCOSX def2/J DEFGRID3
* xyz 0 1
C 0.911 -1.100 -0.069
N -0.079 1.241 -0.099
N -1.313 1.037 0.194
N 0.776 0.320 -0.330
S 2.370 -0.093 0.291
S -2.140 -0.401 0.142
H 0.914 -1.548 -1.050
H 0.303 -1.423 0.809
H -1.742 1.966 0.111
*
```

Properties
- HOMO (alpha / beta): -7.934 / -7.931 eV
- LUMO energy (alpha / beta): -0.70 / -0.70 eV

=====

Most stable: A (next structure +0.800 eV)

=====

## A
The following is a DFT calculation (ωB97M-V/def2-TZVPD) of a 2-piece molecular cluster, C6H11N overall.

```
! wB97M-V def2-TZVPD RIJCOSX def2/J DEFGRID3
* xyz 0 1
C -0.745 -1.234 -0.851
C -0.188 -0.478 0.093
C -0.096 1.027 0.063
C -0.733 1.706 -1.143
C 0.429 -1.122 1.322
C -0.297 -0.725 2.536
N -0.899 -0.380 3.462
H -0.774 -2.317 -0.765
H -1.198 -0.802 -1.739
H -0.546 1.416 0.988
H 0.969 1.299 0.121
H -0.277 1.367 -2.079
H -0.603 2.790 -1.079
H -1.808 1.499 -1.192
H 1.477 -0.810 1.433
H 0.419 -2.214 1.244
H 2.773 -0.401 -1.093
H 2.099 -0.621 -1.321
*
```

Properties
- HOMO: -10.107 eV
- LUMO energy: 0.96 eV

=====

## B
The following is a DFT calculation (ωB97M-V/def2-TZVPD) of one molecule with the formula C6H11N.

```
! wB97M-V def2-TZVPD RIJCOSX def2/J DEFGRID3
* xyz 0 1
C 1.929 2.605 -0.109
C 1.358 1.460 0.322
C 0.094 0.907 -0.165
C -0.333 -0.337 0.203
C 0.409 -1.313 1.085
N -1.581 -0.723 -0.274
C -1.675 -1.991 -0.993
H 2.737 2.989 0.501
H 1.738 2.983 -1.106
H 1.856 0.957 1.149
H -0.471 1.685 -0.667
H 1.003 -0.613 1.668
H 0.846 -2.114 0.487
H -0.151 -1.826 1.872
H -2.035 0.047 -0.740
H -0.814 -2.033 -1.687
H -1.346 -2.891 -0.449
H -2.686 -2.125 -1.357
*
```

Properties
- HOMO: -7.433 eV
- LUMO energy: 1.01 eV

=====

## C
The following is a DFT calculation (ωB97M-V/def2-TZVPD) of one molecule with the formula C6H11N.

```
! wB97M-V def2-TZVPD RIJCOSX def2/J DEFGRID3
* xyz 0 1
C 2.314 0.397 1.060
C 1.067 0.858 0.973
C 0.180 0.743 -0.257
C 0.637 1.281 -1.390
C -1.215 0.426 0.051
C -1.461 -1.072 0.105
N -1.198 -1.717 -1.185
H 3.298 0.951 0.867
H 2.476 -0.580 1.600
H 0.468 0.785 1.957
H 0.073 1.437 -2.292
H 1.629 1.862 -1.249
H -2.003 0.934 -0.513
H -1.267 0.616 1.206
H -2.547 -1.191 0.371
H -0.780 -1.501 0.909
H -0.154 -1.511 -1.241
H -1.517 -2.719 -0.972
*
```

Properties
- HOMO: -7.691 eV
- LUMO energy: -0.25 eV

=====

## D
The following is a DFT calculation (ωB97M-V/def2-TZVPD) of one molecule with the formula C6H11N.

```
! wB97M-V def2-TZVPD RIJCOSX def2/J DEFGRID3
* xyz 0 1
C 0.979 0.986 -2.257
C 0.787 0.081 -1.282
C 0.139 0.393 0.012
C -0.455 1.753 0.174
C -0.284 -0.633 0.782
C 0.226 -2.051 0.614
N -1.214 -0.424 1.845
H 1.730 0.977 -3.031
H 0.532 1.953 -2.087
H 1.199 -0.913 -1.350
H -1.052 1.912 1.067
H 0.347 2.509 0.166
H -0.963 2.177 -0.696
H -0.018 -2.654 1.478
H -0.310 -2.506 -0.226
H 1.274 -1.982 0.339
H -2.017 -1.009 1.669
H -0.900 -0.570 2.784
*
```

Properties
- HOMO: -8.234 eV
- LUMO energy: 0.99 eV

=====

Most stable: A (next structure +0.069 eV)

=====

## A
The following is a DFT calculation (ωB97M-V/def2-TZVPD) of one molecule with the formula C6H11N.

```
! wB97M-V def2-TZVPD RIJCOSX def2/J DEFGRID3
* xyz 0 1
C 3.373 -0.267 -1.247
C 2.430 -0.327 -0.074
C 1.196 0.177 -0.146
C 0.093 0.078 0.820
C -1.121 0.481 0.442
N -2.344 0.428 1.114
C -3.466 0.038 0.309
H 4.339 0.123 -0.913
H 3.608 -1.292 -1.552
H 2.845 0.248 -2.042
H 2.703 -0.981 0.748
H 0.981 0.849 -0.974
H 0.165 -0.565 1.687
H -1.208 1.010 -0.510
H -2.192 0.115 2.066
H -3.257 -0.837 -0.313
H -3.775 0.904 -0.293
H -4.370 -0.181 0.878
*
```

Properties
- HOMO: -7.477 eV
- LUMO energy: 1.13 eV

=====

## B
The following is a DFT calculation (ωB97M-V/def2-TZVPD) of one molecule with the formula C6H11N.

```
! wB97M-V def2-TZVPD RIJCOSX def2/J DEFGRID3
* xyz 0 1
C 0.801 -3.493 0.267
C 1.297 -2.465 -0.423
C 0.959 -1.085 0.017
C 0.297 -0.139 -0.681
C 0.171 1.209 0.056
C -1.331 1.627 0.102
N -1.306 3.133 0.025
H 0.337 -3.497 1.247
H 1.173 -4.496 0.058
H 1.793 -2.442 -1.394
H 1.153 -0.943 1.055
H 0.022 -0.164 -1.725
H 0.437 1.047 1.118
H 0.889 1.921 -0.330
H -1.773 1.413 1.062
H -1.779 1.268 -0.845
H -1.880 3.673 -0.595
H -1.261 3.434 0.985
*
```

Properties
- HOMO: -8.672 eV
- LUMO energy: 1.20 eV

=====

## C
The following is a DFT calculation (ωB97M-V/def2-TZVPD) of one molecule with the formula C6H11N.

```
! wB97M-V def2-TZVPD RIJCOSX def2/J DEFGRID3
* xyz 0 1
C -1.963 0.702 -2.267
C -1.383 0.292 -0.949
C -0.433 0.886 -0.210
C 0.542 0.125 0.577
C 1.475 0.844 1.496
C 0.532 -1.229 0.411
N 0.950 -2.186 1.366
H -1.715 -0.103 -2.952
H -1.555 1.583 -2.716
H -3.055 0.728 -2.228
H -1.635 -0.722 -0.672
H -0.277 1.958 -0.096
H 2.238 1.435 0.992
H 2.017 0.151 2.148
H 0.938 1.468 2.220
H 0.414 -1.643 -0.585
H 1.889 -2.538 1.183
H 1.021 -1.751 2.281
*
```

Properties
- HOMO: -7.486 eV
- LUMO energy: 1.00 eV

=====

## D
The following is a DFT calculation (ωB97M-V/def2-TZVPD) of one molecule with the formula C6H11N.

```
! wB97M-V def2-TZVPD RIJCOSX def2/J DEFGRID3
* xyz 0 1
C 0.744 -1.691 -1.993
C 0.675 -0.619 -1.187
C -0.376 0.080 -0.297
C -1.214 0.999 -1.111
C -0.081 0.244 1.051
C 0.770 -0.677 1.889
N -0.605 1.452 1.758
H 1.622 -2.199 -2.278
H -0.112 -2.312 -2.278
H 1.602 -0.063 -1.068
H -0.970 2.023 -0.725
H -2.338 0.734 -1.017
H -1.128 0.948 -2.198
H 1.746 -0.192 1.885
H 0.880 -1.628 1.510
H 0.508 -0.808 2.960
H -0.077 2.218 1.454
H -1.645 1.492 1.645
*
```

Properties
- HOMO: -8.510 eV
- LUMO energy: 0.95 eV

=====

Most stable: A (next structure +0.448 eV)

=====

## A
The following is a DFT calculation (ωB97M-V/def2-TZVPD) of one molecule with the formula C6H11N.

```
! wB97M-V def2-TZVPD RIJCOSX def2/J DEFGRID3
* xyz 0 1
C 3.642 -0.018 0.016
C 2.574 -0.016 0.808
C 1.225 0.476 0.330
N 0.057 -0.255 0.814
C -1.067 -0.277 -0.018
C -2.315 0.175 0.147
C -3.358 -0.055 -0.934
H 3.643 -0.306 -1.032
H 4.670 -0.009 0.391
H 2.599 -0.506 1.780
H 1.196 1.510 0.696
H 1.163 0.451 -0.770
H 0.225 -1.058 1.392
H -0.810 -0.235 -1.097
H -2.658 0.463 1.142
H -4.246 0.558 -0.811
H -2.913 0.206 -1.898
H -3.628 -1.107 -0.957
*
```

Properties
- HOMO: -8.183 eV
- LUMO energy: 1.15 eV

=====

## B
The following is a DFT calculation (ωB97M-V/def2-TZVPD) of one molecule with the formula C6H11N.

```
! wB97M-V def2-TZVPD RIJCOSX def2/J DEFGRID3
* xyz 0 1
N 0.149 0.269 2.338
C -0.195 -0.118 0.962
C 1.192 -0.710 0.350
C 1.132 -0.436 -1.326
C -0.515 0.136 -1.413
C -1.577 1.267 -1.211
C -0.669 0.832 0.032
H -0.812 0.311 2.761
H 0.985 -0.451 2.806
H -1.054 -0.973 0.824
H 1.984 -0.328 0.887
H 1.244 -1.798 0.500
H 1.993 0.165 -1.497
H 1.211 -1.396 -1.722
H -0.892 -0.921 -1.479
H -2.528 0.568 -1.001
H -1.748 2.135 -1.793
H 0.099 1.450 -0.018
*
```

Properties
- HOMO: -8.695 eV
- LUMO energy: 1.09 eV

=====

## C
The following is a DFT calculation (ωB97M-V/def2-TZVPD) of a 2-piece molecular cluster, C6H11N overall.

```
! wB97M-V def2-TZVPD RIJCOSX def2/J DEFGRID3
* xyz 0 1
C 1.868 1.001 -0.795
C -1.942 -0.166 -1.338
C -1.492 -0.229 -0.031
C -1.828 0.806 0.832
C 0.507 -0.971 1.121
C -0.548 -1.292 0.377
N 2.714 0.340 0.132
H 2.246 1.992 -1.049
H 1.496 0.312 -1.586
H -2.518 0.686 -1.677
H -1.546 -0.843 -2.084
H -2.391 1.618 0.397
H -1.458 0.994 1.829
H 1.227 -1.733 1.386
H 0.803 0.034 1.385
H -0.592 -2.163 -0.270
H 0.875 1.186 -0.317
H 3.708 0.477 -0.059
*
```

Properties
- HOMO: -6.217 eV
- LUMO energy: -2.78 eV

=====

## D
The following is a DFT calculation (ωB97M-V/def2-TZVPD) of one molecule with the formula C6H11N.

```
! wB97M-V def2-TZVPD RIJCOSX def2/J DEFGRID3
* xyz 0 1
C 2.159 -1.975 -0.128
C 1.464 -0.866 -0.864
C 0.164 -0.811 -0.999
N -1.056 -0.778 -1.087
C -1.798 -0.121 0.010
C -1.087 0.891 0.927
C -0.579 2.126 0.180
H 2.731 -2.590 -0.829
H 2.851 -1.557 0.609
H 1.446 -2.621 0.395
H 2.040 -0.133 -1.415
H -2.254 -0.885 0.666
H -2.607 0.381 -0.518
H -0.256 0.425 1.480
H -1.872 1.162 1.652
H 0.012 2.804 0.803
H -1.409 2.713 -0.218
H 0.052 1.836 -0.667
*
```

Properties
- HOMO: -8.496 eV
- LUMO energy: 1.02 eV

=====

Most stable: D (next structure +1.431 eV)

=====

## A
The following is a DFT calculation (ωB97M-V/def2-TZVPD) of one molecule with the formula C6H11N.

```
! wB97M-V def2-TZVPD RIJCOSX def2/J DEFGRID3
* xyz 0 1
C 0.847 -1.431 -1.052
C 1.488 -0.191 -0.498
C 0.391 0.855 -0.290
C -0.556 0.484 0.852
C -1.737 1.466 0.938
C -1.049 -0.975 0.816
N -0.394 -1.713 -0.070
H -0.477 -2.684 -0.287
H 0.506 -1.311 -2.100
H 1.546 -2.302 -1.075
H 1.936 -0.458 0.469
H 2.288 0.210 -1.127
H 0.844 1.828 -0.090
H -0.194 0.957 -1.218
H 0.000 0.580 1.802
H -1.386 2.504 1.026
H -2.356 1.405 0.035
H -2.376 1.244 1.798
*
```

Properties
- HOMO: -7.726 eV
- LUMO energy: 0.95 eV

=====

## B
The following is a DFT calculation (ωB97M-V/def2-TZVPD) of C6H11N as an isolated structure.

```
! wB97M-V def2-TZVPD RIJCOSX def2/J DEFGRID3
* xyz 0 1
C -2.391 0.003 -0.439
C -1.232 -0.129 0.402
C -0.358 1.102 0.209
C 1.062 0.602 0.409
C 2.391 0.047 -0.465
C -0.098 -1.281 0.270
H -1.956 -0.379 -1.505
H -2.324 1.492 -0.610
H -3.717 -0.351 -0.496
H -1.263 -0.289 1.589
H -0.748 2.165 0.547
H -0.212 1.286 -0.805
H 1.269 0.597 1.532
H 3.508 -0.013 0.171
H 2.369 0.592 -1.394
H -0.380 -1.838 -0.624
H -0.046 -1.695 1.253
N 1.035 -0.519 -0.282
*
```

Properties
- HOMO: -8.360 eV
- LUMO energy: 0.98 eV

=====

Most stable: A (next structure +7.052 eV)